Molecular formula: C6H13NS
Method: DFT, ωB97M-V/def2-TZVPD

Calculated values
- HOMO-LUMO gap (eV) = 8.739
- relative energy (zero: lowest compared OMol25 entry of this formula, charge and spin) (kcal per mole) = 21.6
- E_HOMO (Eh) = -0.2867
- spin multiplicity = 1
- LUMO (eV) = 0.9
- M (Da) = 131.24
- charge = 0
- energy (eV) = -18757.34051
- SMILES string = CS/C=C(\C)[C@@H](C)N

```
21
Properties=species:S:1:pos:R:3:forces:R:3:mulliken_charge:R:1
C 3.132 -0.973 0.124 0.48 -0.26 -0.12 -0.82
C 0.483 -0.249 0.039 -0.91 -0.33 -0.30 0.16
C -0.634 0.458 -0.239 1.73 -0.31 0.80 -0.09
C -0.637 1.960 -0.268 -1.18 0.49 -1.36 -1.49
C -1.950 -0.257 -0.346 0.17 -0.03 0.42 0.49
C -1.781 -1.787 -0.314 -0.06 0.99 -0.11 -1.73
H 3.017 -1.471 1.099 0.25 0.15 -0.34 0.27
H 2.773 -1.664 -0.670 0.75 0.39 0.41 0.26
H 4.207 -0.616 -0.010 -1.50 -0.70 0.02 0.31
H 0.330 -1.346 0.226 0.98 1.29 -0.24 0.31
H -1.348 2.337 -1.078 0.77 -0.40 1.11 0.29
H -0.990 2.324 0.689 -0.35 0.13 0.15 0.28
H 0.312 2.465 -0.429 0.28 -0.43 -0.17 0.46
H -2.350 0.114 -1.295 -0.34 -0.42 -0.11 0.33
H -2.697 -2.278 -0.582 -0.46 -0.30 -0.12 0.41
H -0.989 -2.060 -0.988 0.07 -0.44 -0.51 0.40
H -1.478 -2.096 0.682 -0.13 -0.10 0.21 0.36
H -2.387 0.034 1.659 -0.76 0.30 -1.59 0.27
H -3.724 -0.177 0.693 -0.53 -0.31 -0.03 0.25
N -2.821 0.250 0.713 1.01 0.13 1.61 -0.63
S 2.087 0.486 0.064 -0.27 0.16 0.26 -0.07
```
Forces are in eV/Å.